(1)
Here is C10H13F6N2O6S3SiV as an isolated structure from the Open Molecules 2025 dataset. Energies are from wB97M-V/def2-TZVPD.

Properties
- Kohn-Sham gap (alpha / beta): 7.4865 / 8.1123 eV
- HOMO (alpha / beta): -0.46393 / -0.46680 hartree
- Spin multiplicity: 2
- Energy above the lowest of the compared OMol25 structures with the same formula, charge and spin: 0.9572 eV
- E_LUMO (alpha / beta): -5.14 / -4.59 eV
- Total charge: +1
- Expectation value of S²: 0.7634

Each line ends with the Mulliken charge.
Positions of all 42 atoms, in Å:
V -0.178 0.240 0.147  1.387
F 0.450 1.641 4.995  -0.180
C 1.434 1.689 4.119  0.585
F 2.596 1.504 4.716  -0.184
F 1.424 2.851 3.484  -0.169
S 1.213 0.329 2.884  0.981
O -0.023 0.751 2.153  -0.389
O 1.134 -0.901 3.585  -0.615
N 2.445 0.368 1.919  -0.381
S 2.621 1.482 0.812  1.066
O 1.323 1.692 0.111  -0.609
O 3.350 2.644 1.153  -0.502
C 3.608 0.528 -0.430  0.659
F 3.879 1.349 -1.433  -0.190
F 4.716 0.083 0.118  -0.194
F 2.876 -0.492 -0.878  -0.185
O 0.143 -1.533 0.359  -0.582
N -0.756 -2.364 0.949  0.405
C -0.313 -3.590 1.293  -0.217
C -1.184 -4.463 1.880  -0.777
C -2.500 -4.048 2.104  -0.115
C -2.909 -2.784 1.748  -0.828
C -2.004 -1.903 1.151  0.785
S -2.345 -0.290 0.651  -0.321
H 0.727 -3.775 1.070  0.508
H -0.840 -5.445 2.164  0.440
H -3.206 -4.722 2.570  0.419
H -3.919 -2.445 1.925  0.443
C -2.647 1.922 -2.655  -1.005
Si -0.896 1.408 -2.958  0.197
C 0.323 2.787 -3.133  -0.949
C -0.719 0.079 -4.234  -0.996
O -0.437 0.625 -1.441  -0.548
H -3.060 2.408 -3.542  0.393
H -2.728 2.637 -1.833  0.322
H -3.283 1.065 -2.426  0.313
H 0.120 3.347 -4.049  0.410
H 1.345 2.410 -3.197  0.273
H 0.274 3.488 -2.299  0.322
H -0.990 0.481 -5.214  0.377
H -1.372 -0.771 -4.036  0.329
H 0.308 -0.284 -4.301  0.319



(2)
Here is C10H13F6NO4S2Ti as an isolated structure in a non-equilibrium geometry from the Open Molecules 2025 dataset. Energies are from wB97M-V/def2-TZVPD.

Properties
- Kohn-Sham gap (alpha / beta): 7.6066 / 7.3384 eV
- HOMO (alpha / beta): -0.30919 / -0.31028 hartree
- Spin multiplicity: 3
- Energy above the lowest of the compared OMol25 structures with the same formula, charge and spin: 1.0625 eV
- E_LUMO (alpha / beta): -0.81 / -1.10 eV
- Total charge: 0
- Expectation value of S²: 2.1217

Each line ends with the Mulliken charge.
Positions of all 37 atoms, in Å:
C 1.436 1.542 -0.841  1.029
C -1.149 -0.140 -2.387  -0.252
C 2.173 0.389 -1.353  -0.761
H 2.159 2.392 -1.022  0.467
C -0.533 -1.322 -2.347  -0.335
H -2.179 -0.014 -2.012  0.307
H 2.922 -0.017 -0.647  0.378
H -1.077 -2.107 -1.796  0.403
C 1.937 -0.388 -2.566  -0.689
H 2.857 -0.994 -2.641  0.311
H 1.855 0.221 -3.472  0.421
C 0.135 1.991 -1.527  -0.529
H 0.406 2.915 -2.030  0.315
H -0.662 2.288 -0.809  0.346
C -0.499 1.164 -2.712  -0.942
H 0.201 1.072 -3.559  0.379
H -1.298 1.842 -3.074  0.382
C 0.889 -1.552 -2.680  -0.651
H 0.902 -1.888 -3.721  0.334
H 1.179 -2.445 -2.115  0.339
Ti -0.033 1.333 1.861  0.155
H 1.083 1.566 0.428  -0.528
F 1.894 1.982 3.558  -0.251
C 0.780 1.172 3.820  0.750
F 0.505 1.083 5.140  -0.213
F -0.704 2.398 3.377  -0.640
S 0.847 -0.597 3.077  1.038
O 1.178 -0.289 1.641  -0.476
O 1.761 -1.419 3.752  -0.662
N -0.702 -1.183 3.052  -0.574
S -1.472 -1.448 1.659  1.348
O -1.468 -0.095 0.974  -0.597
O -1.155 -2.611 0.951  -0.570
C -3.217 -1.674 2.382  0.570
F -3.254 -2.641 3.319  -0.194
F -3.631 -0.514 2.937  -0.210
F -4.065 -2.010 1.386  -0.198



(3)
Here is a 2-piece molecular cluster, C10H13F9O3S overall in a non-equilibrium geometry from the Open Molecules 2025 dataset. Energies are from wB97M-V/def2-TZVPD.

Properties
- Kohn-Sham gap: 7.2786 eV
- HOMO: -0.35986 hartree
- E_LUMO: -2.51 eV
- Total charge: 0

Each line ends with the Mulliken charge.
Positions of all 36 atoms, in Å:
C -3.228 -1.872 2.526  -0.581
C -3.313 -0.784 1.604  -0.359
C -2.999 0.252 0.351  0.408
C -2.717 -0.490 -1.083  -0.696
C -1.145 -0.968 -1.303  -0.139
C -0.721 -2.291 -0.434  -0.276
C 0.888 -2.467 -0.168  -0.925
C 1.516 -1.327 0.883  0.864
F 2.198 -2.152 1.950  -0.309
F 0.343 -0.645 1.474  -0.173
C 2.534 -0.377 0.030  0.651
F 2.043 -0.033 -1.352  -0.208
F 3.791 -1.170 -0.177  -0.262
S 3.032 1.232 0.829  1.117
F 2.778 0.684 2.429  -0.293
F 4.671 0.640 0.965  -0.330
F 3.486 1.821 -0.752  -0.343
F 1.481 1.944 0.684  -0.250
F 3.588 2.722 1.490  -0.293
O -1.974 1.221 0.767  -0.222
C -2.325 2.601 0.396  0.156
O -2.843 2.999 -0.776  -0.480
H -3.032 -2.813 3.233  0.329
H -4.005 0.879 0.207  0.443
H -2.918 0.330 -1.927  0.322
H -3.479 -1.385 -1.224  0.312
H -0.480 -0.079 -0.932  -0.092
H -0.916 -1.087 -2.466  0.348
H -1.286 -2.411 0.592  -0.054
H -1.052 -3.234 -1.086  0.400
H 1.520 -2.529 -1.179  0.296
H 1.021 -3.546 0.325  0.329
H -2.099 3.459 1.183  0.313
O 1.678 3.711 -2.684  -0.622
H 1.443 3.926 -1.769  0.306
H 2.521 3.240 -2.605  0.314